Below is a 11-piece molecular cluster, C38H102N4O22 overall, with properties calculated with ωB97M-V/def2-TZVPD.

The geometry in XYZ format:
```
166
Properties=species:S:1:pos:R:3
C 0.85438 -4.44806 -7.35131
C 0.18741 -3.21897 -7.83679
O -1.25626 -3.33099 -7.87089
O 0.73549 -5.53813 -8.28133
H 0.41709 -4.61924 -6.36765
H 1.93625 -4.38369 -7.23499
H 0.46807 -2.87155 -8.83109
H 0.37769 -2.33900 -7.22236
H -1.60381 -2.43643 -7.84689
H -0.19036 -5.53949 -8.53511
C 7.45192 1.31371 -2.11662
C 5.95730 1.43370 -2.63974
O 5.46578 0.17320 -2.94119
O 8.01076 2.56634 -1.84615
H 8.00772 0.88432 -2.95018
H 7.48579 0.78701 -1.16292
H 5.93567 2.01426 -3.56202
H 5.39325 1.97835 -1.88257
H 4.51076 0.15353 -2.84555
H 8.34805 2.99220 -2.63766
C -5.20129 1.21705 -6.16314
C -6.08694 0.04604 -5.69405
O -5.51875 -1.17304 -5.50279
O -4.68143 0.91843 -7.46753
H -4.40634 1.44838 -5.45417
H -5.81038 2.12069 -6.14009
H -6.75014 -0.20237 -6.52264
H -6.68188 0.20805 -4.79522
H -5.23554 -1.46779 -6.37143
H -4.80823 1.70722 -7.99982
C 1.04238 5.21782 4.98246
C 2.30634 4.50315 4.83382
O 3.42418 5.34755 5.00349
O 0.86682 6.18792 4.00702
H 0.95632 5.73221 5.93959
H 0.14968 4.59450 4.93091
H 2.40860 4.04551 3.84985
H 2.30821 3.64432 5.50502
H 4.15129 4.98033 4.49548
H 1.72321 6.62160 3.99594
C -0.37349 5.97317 -1.97464
C -0.63553 7.37795 -2.54183
O 0.48260 8.23507 -2.56073
O 0.62464 5.27192 -2.66350
H -1.34561 5.48061 -1.99627
H -0.01070 6.01243 -0.94754
H -1.48395 7.69010 -1.93287
H -0.95521 7.36655 -3.58384
H 0.56500 8.80108 -1.78972
H 1.34476 5.90490 -2.71222
C 6.50891 -5.62519 -3.66355
C 7.79453 -5.52630 -2.79382
O 8.28453 -4.17646 -2.76817
O 5.48898 -5.03291 -2.90583
H 6.25791 -6.67854 -3.78829
H 6.69786 -4.96080 -4.50675
H 8.57553 -6.15525 -3.22109
H 7.48685 -5.82087 -1.79050
H 9.17981 -4.17830 -2.42165
H 5.71626 -4.11004 -2.77072
C -0.32043 -0.41056 -1.79778
C 0.35007 -1.37960 -0.86221
O 1.10728 -0.52158 -0.05246
O 0.62321 0.09658 -2.68023
H -0.85788 0.31863 -1.19155
H -1.16746 -0.92892 -2.24717
H 1.02581 -2.06825 -1.36939
H -0.41846 -1.95296 -0.34382
H 1.61041 0.14988 -0.51893
H 0.54278 1.05046 -2.60773
C -5.56451 1.64690 2.53410
O -6.26059 0.45267 2.76933
C -6.35553 -0.46866 1.72978
C -7.34251 -0.05244 0.62016
N -8.65716 0.12939 1.24106
C -9.62546 0.86484 0.46032
C -10.71600 1.39602 1.42037
O -10.13617 2.46803 2.13691
C -11.08858 3.23182 2.91264
H -5.71987 2.28344 3.40518
H -6.03423 2.17149 1.70207
H -4.49840 1.57789 2.31789
H -6.76643 -1.40141 2.11611
H -5.37373 -0.78682 1.37914
H -7.39560 -0.84323 -0.12813
H -6.93821 0.81899 0.10514
H -8.44033 0.73010 2.02351
H -10.03057 0.17465 -0.27970
H -9.20992 1.67703 -0.13614
H -10.90902 0.57975 2.11646
H -11.57992 1.71343 0.83641
H -11.35821 2.81263 3.88202
H -11.93197 3.52266 2.28638
H -10.53676 4.10507 3.26053
C 3.84698 3.27438 -9.12227
O 3.21546 4.53816 -9.45571
C 2.13823 4.90804 -8.61203
C 1.93873 6.48778 -8.48703
N 1.82670 7.01278 -9.87350
C 1.65478 8.48608 -9.99451
C 0.68203 9.11846 -8.87204
O -0.63480 8.84601 -9.14764
C -1.21130 9.50252 -10.29633
H 3.20554 2.40675 -9.27678
H 4.20917 3.27833 -8.09421
H 4.73928 3.13581 -9.73275
H 2.25552 4.37648 -7.66769
H 1.20984 4.52272 -9.03361
H 2.76267 6.77442 -7.83353
H 1.01224 6.65892 -7.93892
H 2.64852 6.72270 -10.38396
H 1.38142 8.82406 -10.99408
H 2.64826 8.85912 -9.74563
H 0.78571 10.19337 -8.72400
H 0.90529 8.74428 -7.87292
H -2.25028 9.18926 -10.39878
H -0.79058 9.24487 -11.26830
H -1.09473 10.57103 -10.11525
C 5.50141 -5.64806 2.76780
O 4.88469 -6.53725 3.70292
C 3.55089 -6.99387 3.25393
C 3.49296 -7.79745 1.89850
N 3.94260 -9.20352 1.97539
C 5.10272 -9.38039 2.75506
C 5.68157 -10.74381 2.69336
O 6.99545 -10.65837 3.20409
C 7.80021 -11.82844 3.07124
H 6.56373 -5.80576 2.95410
H 5.15750 -4.63070 2.95437
H 5.36408 -5.81010 1.69870
H 2.84133 -6.17125 3.16491
H 3.23789 -7.65825 4.05937
H 4.06765 -7.25786 1.14573
H 2.46770 -7.81684 1.52894
H 4.06320 -9.51436 1.02201
H 4.84379 -9.22180 3.80191
H 5.94197 -8.72998 2.50863
H 5.68384 -11.16109 1.68639
H 5.11604 -11.48539 3.25756
H 7.29617 -12.79066 3.16164
H 8.75249 -11.72581 3.59156
H 8.01070 -11.74697 2.00486
C -4.43586 -0.90118 16.64428
O -3.66816 -0.80581 15.42178
C -4.02045 -1.90512 14.48013
C -2.89492 -2.06948 13.51155
N -2.84001 -1.00882 12.49662
C -1.76697 -1.01771 11.54521
C -1.69847 0.24011 10.63459
O -0.86218 0.00843 9.48437
C -1.45886 -0.90359 8.47726
H -5.49337 -0.68330 16.49497
H -4.12791 -0.07411 17.28398
H -4.34187 -1.86297 17.14849
H -4.91650 -1.77157 13.87402
H -4.14312 -2.81927 15.06098
H -2.99395 -3.02262 12.99212
H -1.99113 -2.23311 14.09848
H -3.02969 -0.07535 12.83242
H -1.77308 -1.95605 10.99060
H -0.84548 -1.13203 12.11607
H -1.44319 1.11555 11.23170
H -2.66830 0.66083 10.36901
H -1.48907 -1.91914 8.87204
H -0.95343 -0.97777 7.51439
H -2.46813 -0.52050 8.32650
```

Computed properties:
Net charge: 0
Structure (SMILES): COCCNCCOC.COCCNCCOC.COCCNCCOC.COCCNCCOC.OCCO.OCCO.OCCO.OCCO.OCCO.OCCO.OCCO
Relative energy (zero: lowest compared OMol25 entry of this formula, charge and spin): 114.6 kcal per mole

=====

Below is a 10-piece molecular cluster, C38H102N6O11 overall, with properties calculated with ωB97M-V/def2-TZVPD.

The geometry in XYZ format:
```
157
Properties=species:S:1:pos:R:3
C 0.50550 2.34548 -4.79351
C 1.08890 0.99384 -5.10160
C 2.17570 0.62822 -4.07261
O 0.10842 -0.04434 -5.00935
H 1.27051 3.09817 -4.97682
H 0.10450 2.39251 -3.77969
H -0.35332 2.55786 -5.43423
H 1.49937 0.94881 -6.11704
H 1.71603 0.70122 -3.08694
H 2.96607 1.38627 -4.06753
H 2.67062 -0.33054 -4.22549
H 0.58444 -0.85254 -5.21972
C -0.35234 0.75666 3.74529
C -1.10055 0.17134 4.95078
C -0.55984 -1.24427 5.18277
O -0.75193 0.97063 6.06938
H -0.62867 1.80401 3.60032
H -0.67454 0.16032 2.89171
H 0.73735 0.74653 3.78699
H -2.17446 0.27470 4.77605
H -1.20500 -1.66203 5.96369
H 0.47959 -1.22977 5.49830
H -0.70051 -1.90693 4.32662
H -1.31807 0.73821 6.81269
C -0.47000 3.98829 0.77376
C -0.05406 4.73387 2.03413
C 1.33479 4.38751 2.53380
O -0.02640 6.14438 1.72660
H -0.49456 2.92179 1.02020
H 0.33385 4.11845 0.04621
H -1.44227 4.25888 0.36487
H -0.75836 4.51766 2.84456
H 1.26627 3.40219 3.00489
H 1.73001 5.08599 3.27002
H 2.07647 4.26826 1.73960
H -0.94383 6.40737 1.59698
C 1.69562 0.71973 -0.26456
C 0.26080 0.45770 -0.69520
C 0.10173 -0.96274 -1.25688
O -0.54581 0.57816 0.43995
H 2.38001 0.96091 -1.07651
H 2.09965 -0.05745 0.38728
H 1.70277 1.59491 0.39448
H -0.07006 1.16686 -1.46447
H 0.79207 -1.08428 -2.09693
H -0.91141 -1.16763 -1.60841
H 0.31252 -1.76998 -0.55267
H -1.49100 0.55734 0.21679
C -2.29320 -7.43453 -7.65598
O -2.59583 -6.83904 -6.42250
C -3.85658 -7.19111 -5.91085
C -3.91074 -6.66428 -4.46774
N -2.98727 -7.45073 -3.63615
C -3.06888 -7.02612 -2.23370
C -2.59582 -5.61395 -1.87718
O -1.18458 -5.51292 -2.00726
C -0.72764 -4.37545 -1.31085
H -2.02493 -8.48537 -7.51756
H -1.39736 -6.96498 -8.07004
H -3.02895 -7.28636 -8.45146
H -4.05776 -8.26411 -5.98561
H -4.67027 -6.72364 -6.48179
H -4.90533 -6.61812 -4.02072
H -3.57378 -5.62012 -4.49466
H -2.08824 -7.19727 -4.03652
H -2.39885 -7.69429 -1.68803
H -4.09637 -7.11016 -1.87848
H -2.82688 -5.58789 -0.80471
H -3.11051 -4.83883 -2.44837
H -0.77545 -4.46356 -0.21902
H -1.24084 -3.46549 -1.63041
H 0.34020 -4.23920 -1.49079
C -3.79540 1.88434 1.32332
C -4.22541 1.47326 -0.06590
C -4.06177 2.54474 -1.13389
O -4.77027 3.71046 -0.72818
C -4.89942 4.62906 -1.79588
N -3.51786 0.22728 -0.44398
H -2.72387 2.06177 1.45092
H -4.10630 1.20989 2.12176
H -4.23606 2.84327 1.61283
H -5.28382 1.18599 -0.06094
H -4.39783 2.18729 -2.11150
H -2.99601 2.78924 -1.22572
H -5.53566 4.19879 -2.57635
H -3.93356 4.91588 -2.21872
H -5.42499 5.49035 -1.38630
H -3.86828 -0.53276 0.15202
H -3.84329 -0.05858 -1.36560
C -2.36167 -2.20902 1.45570
C -3.75036 -2.73096 1.86737
C -3.84740 -3.22668 3.30955
O -3.69145 -2.16503 4.20899
C -3.87659 -2.48154 5.58133
N -4.69431 -1.62618 1.63743
H -2.23723 -2.06923 0.38568
H -1.68401 -3.00829 1.77462
H -2.05420 -1.29129 1.95618
H -3.90766 -3.57327 1.18885
H -3.25373 -4.12715 3.51365
H -4.86496 -3.64180 3.40119
H -3.70823 -1.54916 6.11184
H -3.12971 -3.23073 5.86068
H -4.85902 -2.92339 5.76463
H -5.65254 -1.95670 1.73187
H -4.53709 -1.08304 2.48731
C 6.75171 3.54297 1.57913
C 5.26858 3.75274 1.81515
C 4.75388 2.91243 2.99938
O 4.97692 1.52096 2.92539
C 4.02002 0.86392 2.11287
N 4.86917 5.14528 1.83770
H 6.98929 2.55536 1.18847
H 7.41564 3.70067 2.43657
H 7.14080 4.26680 0.85708
H 4.84702 3.31301 0.89991
H 3.72547 3.15346 3.28731
H 5.37773 3.19200 3.85674
H 3.01990 1.14303 2.45975
H 4.12415 -0.21864 2.08152
H 4.07890 1.19480 1.07065
H 3.96471 5.28690 2.28329
H 5.46187 5.55858 2.56282
C 2.69250 3.75799 -2.12414
C 3.25408 5.18587 -2.03614
C 2.46239 6.02379 -1.05319
O 3.05841 7.30585 -0.88184
C 2.38888 8.02311 0.13698
N 4.66147 5.13989 -1.65152
H 3.43125 3.03476 -2.47692
H 1.87552 3.64612 -2.83217
H 2.51359 3.42434 -1.09891
H 3.19985 5.73042 -2.98296
H 2.38312 5.52231 -0.08273
H 1.45340 6.16971 -1.46045
H 2.30488 7.48582 1.08468
H 1.37085 8.25845 -0.19049
H 2.91274 8.96254 0.30426
H 5.04991 6.08227 -1.62839
H 4.73639 5.01038 -0.63947
C 1.21612 -3.45012 2.22767
C 2.33540 -4.41980 1.88411
C 3.34475 -3.85836 0.86354
O 2.63045 -3.50016 -0.31283
C 3.48687 -2.95630 -1.28940
N 2.98796 -4.95478 3.08645
H 0.39540 -4.01418 2.67989
H 0.80657 -2.96660 1.33825
H 1.46762 -2.63416 2.90927
H 1.93586 -5.26459 1.31441
H 4.12141 -4.60047 0.65859
H 3.87612 -3.01604 1.32725
H 4.03344 -2.05265 -0.99946
H 2.81725 -2.70386 -2.11257
H 4.23427 -3.68564 -1.61906
H 3.40294 -4.16812 3.58087
H 2.21181 -5.23385 3.67977
```

Computed properties:
Net charge: 0
Structure (SMILES): COC[C@H](C)N.COC[C@H](C)N.COC[C@H](C)N.COC[C@H](C)N.COC[C@H](C)N.COCCNCCOC.CC(C)O.CC(C)O.CC(C)O.CC(C)O
Relative energy (zero: lowest compared OMol25 entry of this formula, charge and spin): 0.0 kcal per mole

=====

Below is a 14-piece molecular cluster, C38H102NO14S13 overall, with properties calculated with ωB97M-V/def2-TZVPD.

The geometry in XYZ format:
```
168
Properties=species:S:1:pos:R:3
C -2.45680 1.57415 -2.09829
C -2.09571 2.78293 -3.19097
C -1.54661 2.04144 -4.54571
C -1.02907 3.79760 -2.47010
C 0.44203 3.88754 -3.18771
C 1.36076 2.55784 -2.80991
N 1.25692 1.90511 -1.60294
C 2.19924 0.71440 -1.60990
C 3.33300 0.80062 -2.81996
C 2.50258 1.83278 -3.78783
C 2.04748 1.37104 -5.29367
C 2.99317 0.20438 -5.97043
C 2.28628 -1.25860 -5.71043
O 2.49375 -2.05933 -6.96036
H -1.44181 1.05679 -1.75476
H -3.09050 1.98649 -1.19857
H -3.02317 0.74488 -2.73377
H -3.07367 3.37857 -3.44681
H -2.51392 1.64035 -5.11889
H -0.95274 1.08865 -4.21850
H -0.99120 2.73593 -5.30652
H -0.91619 3.52430 -1.32170
H -1.50450 4.88742 -2.48441
H 0.42076 4.08977 -4.34345
H 0.98685 4.83521 -2.70760
H 0.64874 2.10353 -0.75986
H 1.48446 -0.14826 -2.00629
H 2.57292 0.33617 -0.56726
H 3.53976 -0.27490 -3.25831
H 4.35250 1.17744 -2.35220
H 3.28900 2.68974 -4.03084
H 0.95738 0.94577 -5.25869
H 2.00721 2.34618 -5.95935
H 4.08904 0.28744 -5.55429
H 2.98005 0.40951 -7.14444
H 1.12288 -1.21161 -5.54410
H 2.74073 -1.78204 -4.76259
H 1.93781 -2.89459 -6.78217
C -3.97041 2.17748 2.81852
S -2.44586 1.24765 2.52897
O -1.80111 1.81058 1.29720
C -3.26036 -0.29785 2.05873
H -3.70642 3.20148 3.09281
H -4.57793 2.19085 1.91058
H -4.52885 1.71688 3.63695
H -3.91229 -0.12955 1.19812
H -3.84266 -0.67481 2.90267
H -2.49285 -1.02890 1.79406
C 5.46196 0.31731 0.62140
S 6.06801 -1.29931 0.08111
O 4.93977 -1.99126 -0.62468
C 6.19121 -2.01234 1.73928
H 5.27553 0.93192 -0.26234
H 4.53235 0.19908 1.18307
H 6.21806 0.80077 1.24463
H 5.21578 -1.98489 2.23098
H 6.92257 -1.45032 2.32465
H 6.52164 -3.04967 1.64810
C -6.30598 -1.42387 -0.90464
S -7.00244 -2.08331 0.62923
O -6.21250 -1.50820 1.76726
C -6.43206 -3.78119 0.37436
H -6.50956 -0.35134 -0.94613
H -5.22616 -1.58868 -0.92574
H -6.77721 -1.91430 -1.75978
H -5.34418 -3.79847 0.27336
H -6.89896 -4.19195 -0.52380
H -6.72487 -4.38004 1.23992
C -1.75853 5.70893 1.87205
S -1.99724 6.08736 3.62490
O -3.31268 6.79562 3.75848
C -0.69369 7.33818 3.72148
H -2.50032 4.96483 1.57278
H -1.89059 6.61320 1.27333
H -0.75628 5.30123 1.72000
H -0.89252 8.14067 3.00701
H 0.27244 6.87555 3.50702
H -0.68065 7.74946 4.73352
C -4.96717 6.74239 -3.54540
S -5.54441 5.15703 -4.19817
O -4.37613 4.48995 -4.86148
C -6.58071 5.86239 -5.50265
H -4.26556 6.54835 -2.73080
H -4.46191 7.30835 -4.33155
H -5.81795 7.31053 -3.16169
H -5.97433 6.48339 -6.16648
H -7.37687 6.46013 -5.05293
H -7.02297 5.04431 -6.07597
C 4.02881 3.64563 -8.18037
S 4.48670 4.85908 -6.91920
O 3.24322 5.20823 -6.15651
C 4.81307 6.21132 -8.07595
H 3.74492 2.71600 -7.68166
H 3.18350 4.01566 -8.76530
H 4.88409 3.45826 -8.83399
H 3.91849 6.42089 -8.66739
H 5.64172 5.93737 -8.73298
H 5.08502 7.10097 -7.50314
C -0.60071 -3.68007 2.46554
S -1.87245 -4.58266 1.54865
O -3.10363 -3.72628 1.52313
C -2.12667 -5.86361 2.80071
H -0.30997 -2.80207 1.88410
H -0.99429 -3.35973 3.43307
H 0.27099 -4.32298 2.60925
H -2.42493 -5.40653 3.74735
H -1.20361 -6.43269 2.93308
H -2.91811 -6.53370 2.45698
C 2.15774 -0.89110 5.86252
S 0.66220 -1.84852 5.51699
O 0.96633 -2.76057 4.36567
C -0.29967 -0.45908 4.87092
H 2.92355 -1.56891 6.24670
H 2.51890 -0.41870 4.94599
H 1.93811 -0.13034 6.61541
H 0.21531 -0.01377 4.01624
H -0.43629 0.28695 5.65716
H -1.27621 -0.83068 4.55180
C 1.06772 -4.58650 -4.24185
S 1.41814 -5.87949 -5.45761
O 1.43276 -5.23382 -6.81141
C -0.16694 -6.73320 -5.27918
H 1.91803 -3.90143 -4.20790
H 0.16981 -4.03534 -4.53102
H 0.92922 -5.03939 -3.25719
H -0.98767 -6.04762 -5.50361
H -0.26372 -7.11354 -4.25968
H -0.19211 -7.57011 -5.98096
C 7.55891 -4.87658 -3.66581
S 7.17628 -3.99320 -2.13418
O 8.38214 -4.08536 -1.24690
C 5.96321 -5.19157 -1.52964
H 8.33432 -4.32407 -4.20151
H 7.92251 -5.88107 -3.43682
H 6.66211 -4.93472 -4.28727
H 6.42680 -6.17644 -1.43418
H 5.12044 -5.23906 -2.22310
H 5.60739 -4.86248 -0.55054
C -4.80147 -5.89187 7.37858
S -3.27692 -6.82170 7.08903
O -2.63217 -6.25877 5.85726
C -4.09142 -8.36721 6.61879
H -4.53748 -4.86787 7.65287
H -5.40899 -5.87850 6.47064
H -5.35991 -6.35248 8.19702
H -4.74336 -8.19891 5.75818
H -4.67373 -8.74416 7.46273
H -3.32392 -9.09826 6.35412
C -1.39733 8.48144 9.51205
S -1.66236 8.68913 7.73461
O -0.46907 8.11469 7.03037
C -1.48141 10.48923 7.73148
H -1.42999 7.41486 9.74623
H -0.42173 8.88446 9.79385
H -2.18899 8.99631 10.06161
H -0.50035 10.76660 8.12463
H -2.27010 10.93623 8.34105
H -1.57347 10.84622 6.70307
C 2.68373 -5.76204 3.86782
S 1.98726 -6.42148 5.40169
O 2.77721 -5.84637 6.53972
C 2.55764 -8.11936 5.14683
H 2.48014 -4.68951 3.82634
H 3.76355 -5.92685 3.84673
H 2.21249 -6.25247 3.01269
H 3.64553 -8.13664 5.04583
H 2.09074 -8.53013 4.24867
H 2.26483 -8.71821 6.01239
```

Computed properties:
Net charge: +1

=====

Number 1: highest occupied orbital energy -8.418 eV, gap between HOMO and LUMO 0.308 Ha, maximum force 3.045 eV/A. Number 2: highest occupied orbital energy -8.795 eV, gap between HOMO and LUMO 0.338 Ha, maximum force 2.290 eV/A. Number 3: highest occupied orbital energy -9.958 eV, gap between HOMO and LUMO 0.256 Ha, maximum force 4.244 eV/A.